[1]
134
Properties=species:S:1:pos:R:3 method="wB97M-V/def2-TZVPD" spin_multiplicity=1 total_energy_ev=-121693.294 charge=+1 largest_force_ha_per_bohr=0.0560 molar_mass_g_mol=933.06 orbital_gap_ev=5.09
O -0.369 0.501 1.512
C -0.696 -0.165 2.448
Cl -0.367 0.405 4.088
C -1.352 -1.531 2.279
C -0.637 -2.211 1.141
C 0.735 -2.113 1.117
N 1.432 -2.681 0.182
N 0.764 -3.296 -0.742
S 1.748 -4.097 -1.961
C -0.550 -3.417 -0.841
S -1.305 -4.303 -2.229
O -2.724 -4.280 -2.161
O -0.790 -5.619 -2.317
C -0.862 -3.435 -3.846
F -0.008 -4.125 -4.516
F -1.936 -3.198 -4.526
F -0.316 -2.254 -3.503
C -1.330 -2.872 0.163
C -2.818 -3.004 0.227
C -3.661 -1.870 -0.460
C -3.050 -1.173 -1.664
Cl -2.567 0.502 -1.294
H -2.384 -1.335 2.034
H -1.265 -2.095 3.206
H 1.248 -1.569 1.887
H 2.782 -3.254 -2.185
H -3.157 -3.979 -0.072
H -3.071 -2.944 1.277
H -3.807 -1.121 0.309
H -4.634 -2.295 -0.667
H -2.246 -1.694 -2.146
H -3.826 -1.071 -2.410
C 2.484 -1.610 -7.248
C 1.577 -1.017 -6.174
C 1.025 0.369 -6.536
O 1.959 1.422 -6.422
C 2.846 1.542 -7.528
N 2.296 -1.006 -4.893
H 3.479 -1.167 -7.236
H 2.610 -2.681 -7.085
H 2.059 -1.472 -8.243
H 0.718 -1.687 -6.070
H 0.222 0.609 -5.830
H 0.574 0.368 -7.537
H 2.358 1.281 -8.470
H 3.736 0.924 -7.382
H 3.174 2.580 -7.580
H 1.651 -0.717 -4.163
H 2.974 -0.249 -4.929
C 3.103 4.115 -4.919
C 4.497 4.632 -5.260
C 5.163 5.407 -4.114
O 4.664 6.717 -3.927
C 3.448 6.805 -3.204
N 4.417 5.431 -6.487
H 2.349 4.897 -4.954
H 2.802 3.352 -5.633
H 3.080 3.667 -3.924
H 5.128 3.761 -5.467
H 6.221 5.533 -4.360
H 5.123 4.839 -3.175
H 3.383 6.042 -2.425
H 2.587 6.727 -3.870
H 3.416 7.788 -2.733
H 5.356 5.686 -6.781
H 3.986 6.320 -6.245
C 1.852 -5.634 6.563
C 0.636 -4.832 7.019
C -0.478 -4.745 5.967
O -0.215 -3.836 4.902
C 0.624 -4.330 3.881
N 1.084 -3.507 7.458
H 2.490 -5.067 5.885
H 2.465 -5.906 7.421
H 1.552 -6.557 6.062
H 0.214 -5.349 7.885
H -1.377 -4.362 6.457
H -0.736 -5.735 5.570
H 0.473 -5.397 3.694
H 1.674 -4.132 4.110
H 0.376 -3.777 2.974
H 0.300 -3.009 7.871
H 1.309 -2.965 6.629
C -5.814 -3.529 10.279
C -5.892 -3.331 8.768
C -5.068 -4.349 7.966
O -3.669 -4.118 7.968
C -2.997 -4.578 9.130
N -5.517 -1.949 8.452
H -4.880 -3.153 10.696
H -6.621 -2.987 10.770
H -5.909 -4.583 10.546
H -6.937 -3.471 8.477
H -5.370 -4.273 6.917
H -5.285 -5.377 8.282
H -3.442 -5.493 9.529
H -2.986 -3.800 9.895
H -1.962 -4.787 8.857
H -5.678 -1.779 7.463
H -4.508 -1.874 8.554
C 3.605 3.062 -0.254
C 2.565 3.081 0.860
C 2.988 3.894 2.092
O 3.936 3.255 2.924
C 5.282 3.350 2.487
N 2.226 1.699 1.211
H 4.427 2.379 -0.040
H 3.150 2.730 -1.188
H 4.022 4.055 -0.422
H 1.666 3.558 0.457
H 2.104 4.035 2.720
H 3.337 4.895 1.809
H 5.484 4.308 2.002
H 5.535 2.528 1.813
H 5.920 3.264 3.366
H 1.459 1.707 1.873
H 3.010 1.330 1.746
C -2.222 4.559 -5.441
C -2.164 3.939 -4.048
C -3.531 3.484 -3.517
O -4.367 4.530 -3.067
C -5.068 5.223 -4.086
N -1.515 4.882 -3.128
H -2.600 5.581 -5.422
H -1.226 4.594 -5.878
H -2.858 3.972 -6.107
H -1.533 3.046 -4.118
H -3.361 2.855 -2.639
H -4.057 2.861 -4.253
H -5.356 4.559 -4.905
H -4.476 6.056 -4.471
H -5.971 5.639 -3.641
H -1.376 4.425 -2.230
H -2.185 5.620 -2.927

[2]
148
Properties=species:S:1:pos:R:3 method="wB97M-V/def2-TZVPD" spin_multiplicity=1 total_energy_ev=-130154.695 largest_force_ha_per_bohr=0.0787 molar_mass_g_mol=1291.55 orbital_gap_ev=7.85
Hg 11.790 28.390 -18.526
O 9.220 29.897 -15.123
C 9.529 29.277 -14.132
O 10.722 29.070 -13.663
B 10.646 28.551 -12.267
O 9.178 28.420 -12.056
C 8.516 28.756 -13.147
O 7.340 28.654 -13.330
O 11.332 29.481 -11.364
C 12.335 28.901 -10.750
O 13.049 29.420 -9.950
C 12.372 27.434 -11.241
O 11.340 27.255 -12.089
O 13.145 26.630 -10.838
C 11.757 24.101 -19.527
F 11.668 23.780 -20.796
F 10.619 24.469 -18.980
F 12.202 23.002 -18.913
S 13.165 25.412 -19.349
O 14.423 24.711 -19.316
O 13.057 26.138 -20.590
N 12.820 26.422 -17.975
S 13.847 25.755 -16.908
O 13.636 24.347 -16.647
O 15.230 26.214 -17.073
C 13.180 26.559 -15.334
F 12.898 27.838 -15.588
F 12.158 25.836 -14.921
F 14.079 26.514 -14.376
C 12.969 18.516 -21.925
C 11.518 18.780 -21.524
C 10.999 20.083 -22.130
O 9.690 20.431 -21.770
C 9.574 20.980 -20.464
N 10.705 17.658 -22.001
H 13.498 17.802 -21.290
H 13.697 19.335 -21.883
H 12.944 18.201 -22.972
H 11.558 18.862 -20.427
H 11.041 20.017 -23.220
H 11.715 20.865 -21.841
H 8.733 21.674 -20.576
H 10.336 21.549 -19.934
H 9.134 20.259 -19.769
H 11.007 16.792 -21.564
H 9.792 17.856 -21.591
C 16.178 21.745 -18.011
C 15.330 20.963 -16.999
C 15.575 21.455 -15.596
O 16.881 21.135 -15.120
C 17.264 21.755 -13.928
N 13.923 21.248 -17.269
H 16.092 21.469 -19.065
H 17.210 21.860 -17.667
H 15.808 22.776 -18.072
H 15.503 19.892 -17.114
H 14.845 20.972 -14.938
H 15.484 22.543 -15.525
H 18.178 21.254 -13.607
H 16.534 21.651 -13.119
H 17.543 22.809 -14.041
H 13.584 22.171 -17.049
H 13.649 21.010 -18.209
C 11.922 32.219 -16.272
C 11.629 31.171 -17.314
C 11.196 31.582 -18.731
O 10.841 30.402 -19.471
C 10.342 30.689 -20.777
N 12.872 30.380 -17.544
H 12.704 32.874 -16.665
H 12.122 31.746 -15.312
H 11.079 32.886 -16.069
H 10.909 30.441 -16.937
H 11.923 32.187 -19.289
H 10.306 32.222 -18.750
H 11.136 30.602 -21.521
H 9.961 31.708 -20.855
H 9.553 29.994 -21.050
H 13.338 30.361 -16.628
H 13.607 30.988 -17.918
C 15.467 28.838 -19.307
C 14.557 29.695 -20.163
C 15.199 30.368 -21.376
O 14.208 30.744 -22.348
C 14.741 31.141 -23.585
N 13.328 28.935 -20.481
H 15.751 27.861 -19.701
H 15.167 28.629 -18.280
H 16.397 29.413 -19.220
H 14.152 30.593 -19.682
H 15.747 29.622 -21.968
H 15.803 31.246 -21.143
H 15.139 30.333 -24.205
H 15.474 31.940 -23.450
H 13.945 31.572 -24.194
H 13.630 28.030 -20.827
H 12.876 29.449 -21.234
C 7.765 26.918 -17.068
C 9.023 27.171 -17.935
C 8.894 27.620 -19.407
O 10.147 27.445 -20.043
C 10.052 26.956 -21.412
N 9.996 27.995 -17.182
H 7.052 27.736 -17.205
H 7.961 26.872 -15.996
H 7.313 25.964 -17.334
H 9.467 26.173 -17.999
H 8.335 28.558 -19.484
H 8.192 26.855 -19.762
H 10.150 25.880 -21.319
H 10.847 27.376 -22.023
H 9.117 27.347 -21.810
H 10.040 27.450 -16.318
H 9.402 28.764 -16.851
C 10.629 22.189 -15.287
C 9.651 22.893 -14.326
C 8.779 23.876 -15.094
O 7.872 24.677 -14.384
C 8.493 25.325 -13.282
N 8.742 21.854 -13.791
H 10.065 21.450 -15.855
H 11.387 21.701 -14.673
H 11.183 22.808 -15.998
H 10.148 23.228 -13.416
H 8.261 23.289 -15.857
H 9.471 24.488 -15.699
H 8.799 24.611 -12.518
H 7.869 26.125 -12.897
H 9.435 25.799 -13.595
H 9.291 21.118 -13.365
H 8.109 21.450 -14.467
C 13.751 21.324 -24.475
C 15.245 21.630 -24.392
C 15.669 22.118 -23.007
O 15.380 23.509 -22.979
C 16.293 24.232 -22.193
N 15.943 20.432 -24.878
H 13.590 20.340 -24.028
H 13.407 21.264 -25.506
H 13.112 22.035 -23.949
H 15.494 22.325 -25.199
H 16.708 21.871 -22.772
H 15.028 21.633 -22.258
H 15.985 25.252 -21.979
H 17.299 24.204 -22.631
H 16.506 23.807 -21.202
H 15.780 19.671 -24.223
H 16.944 20.536 -24.977

[3]
126
Properties=species:S:1:pos:R:3 method="wB97M-V/def2-TZVPD" spin_multiplicity=1 total_energy_ev=-68666.093 charge=-1 largest_force_ha_per_bohr=0.0388 molar_mass_g_mol=813.77 orbital_gap_ev=5.78
C -1.730 5.445 -0.623
C -2.256 5.048 -1.642
C -2.940 4.450 -2.799
Sb -3.536 2.368 -2.229
C -4.608 2.119 -4.174
C -5.305 3.406 -4.682
C -4.529 4.151 -5.770
F -4.163 3.316 -6.820
C -4.305 0.381 -1.547
C -5.182 0.498 -0.274
C -4.379 0.474 1.062
C -4.833 1.541 2.100
C -4.248 2.904 1.654
C -4.695 4.047 2.579
O -3.751 5.127 2.604
C -4.402 6.372 2.438
O -1.898 1.517 -3.143
C -0.667 1.952 -2.651
C -0.221 1.345 -1.270
C 1.175 0.683 -1.453
O -1.089 0.333 -0.775
H -1.273 5.436 0.340
H -2.289 4.494 -3.679
H -3.832 5.074 -2.938
H -2.715 2.574 -0.700
H -4.994 3.071 -1.488
H -5.297 1.268 -4.149
H -3.846 1.859 -4.924
H -6.234 3.083 -5.187
H -5.633 4.085 -3.882
H -3.656 4.688 -5.386
H -5.196 4.917 -6.200
H -4.955 -0.019 -2.342
H -3.502 -0.354 -1.412
H -5.802 1.409 -0.310
H -5.897 -0.340 -0.218
H -4.477 -0.518 1.521
H -3.335 0.711 0.822
H -4.357 1.304 3.068
H -5.923 1.590 2.216
H -3.162 2.848 1.531
H -4.660 3.096 0.654
H -4.796 3.653 3.603
H -5.642 4.432 2.177
H -3.768 7.187 2.803
H -4.636 6.502 1.368
H -5.357 6.423 2.986
H -0.564 3.051 -2.578
H 0.092 1.626 -3.386
H -0.080 2.187 -0.576
H 1.782 1.264 -2.163
H 1.716 0.641 -0.497
H 1.075 -0.324 -1.872
H -1.189 0.522 0.162
C 6.723 -2.563 1.178
O 7.045 -3.307 0.012
C 6.554 -4.644 0.039
C 5.413 -4.829 -0.945
N 4.212 -4.128 -0.507
C 3.161 -4.038 -1.522
C 3.473 -3.285 -2.815
O 3.647 -1.890 -2.649
C 4.941 -1.490 -2.242
H 7.298 -1.639 1.158
H 5.660 -2.305 1.192
H 6.983 -3.115 2.085
H 6.263 -4.950 1.048
H 7.382 -5.286 -0.277
H 5.189 -5.896 -1.038
H 5.761 -4.466 -1.921
H 4.463 -3.188 -0.231
H 2.312 -3.541 -1.048
H 2.832 -5.052 -1.773
H 2.600 -3.395 -3.464
H 4.315 -3.719 -3.368
H 5.722 -2.141 -2.646
H 5.010 -1.444 -1.152
H 5.108 -0.480 -2.619
C 14.408 0.379 0.600
O 13.228 0.712 1.307
C 12.242 1.364 0.512
C 11.052 0.457 0.257
N 11.396 -0.635 -0.646
C 10.384 -1.690 -0.727
C 10.051 -2.469 0.544
O 11.105 -3.299 1.011
C 12.080 -2.649 1.804
H 15.157 0.075 1.331
H 14.241 -0.457 -0.086
H 14.793 1.239 0.044
H 12.661 1.743 -0.425
H 11.896 2.225 1.091
H 10.243 1.045 -0.187
H 10.710 0.085 1.231
H 12.263 -1.054 -0.339
H 10.743 -2.408 -1.468
H 9.462 -1.257 -1.129
H 9.234 -3.144 0.294
H 9.674 -1.826 1.348
H 11.653 -1.841 2.404
H 12.898 -2.269 1.185
H 12.505 -3.390 2.482
C -11.562 -3.526 2.039
O -11.479 -2.118 2.142
C -11.526 -1.631 3.478
C -10.178 -1.087 3.915
N -9.202 -2.157 4.090
C -7.823 -1.693 4.250
C -7.185 -0.914 3.099
O -6.955 -1.687 1.937
C -8.065 -1.823 1.070
H -11.718 -3.773 0.989
H -10.636 -4.007 2.369
H -12.405 -3.917 2.617
H -11.892 -2.391 4.175
H -12.243 -0.804 3.483
H -10.297 -0.554 4.863
H -9.855 -0.365 3.155
H -9.236 -2.768 3.285
H -7.214 -2.584 4.422
H -7.763 -1.089 5.162
H -6.196 -0.597 3.440
H -7.727 0.006 2.857
H -8.702 -0.935 1.072
H -8.651 -2.712 1.323
H -7.681 -1.964 0.060